Molecular formula: C8H15N2
Method: DFT, ωB97M-V with the def2-TZVPD basis set

Geometry as ORCA input:
```
! wB97M-V def2-TZVPD RIJCOSX def2/J DEFGRID3
* xyz 1 1
C -0.17273 1.10800 -0.62520
H -1.74056 2.53767 -0.02536
H 1.88696 0.20848 3.10530
C -0.19904 -0.25538 -0.05317
H 0.82182 -3.18638 -0.06468
C -0.44641 -1.51171 -0.39718
H 1.40720 -2.18136 2.32040
H -0.52314 -3.22060 0.90193
H 1.89021 1.68191 -0.30225
H -0.09101 3.12667 0.01995
H -0.76130 0.99432 -1.58698
C 0.20549 -2.54293 0.45063
H -1.90291 -2.94816 -1.20171
C -0.70605 2.27838 0.19434
C 1.20879 1.52454 -1.11869
H 1.50970 0.58972 -1.78051
H 1.18095 1.33832 1.96635
H -1.06428 -1.99034 -2.36273
H -2.31493 -1.25000 -1.54109
C -1.54474 -1.92371 -1.30575
N 1.45600 0.43622 2.21431
H 1.10704 2.47480 -1.79954
H -0.67014 2.06152 1.24811
C 0.87177 -0.48286 1.48307
N 0.84404 -1.75502 1.55677
*
```

Its structure (SMILES) is CC1=C(C(C)C)C(=[NH2+])NC1. The LUMO energy comes out at -2.754 eV. The calculation puts the HOMO energy at -13.32 eV. The value obtained for the max |F| is 5.86 eV Å⁻¹. As for the energy above the lowest of the compared OMol25 structures with the same formula, charge and spin: 1.568 eV. The total energy comes out at -423.0367 Eh. The orbital gap comes out at 10.56 eV.

---

Molecular formula: C8H15N2OPb3
Method: DFT, ωB97M-V with the def2-TZVPD basis set

Geometry as ORCA input:
```
! wB97M-V def2-TZVPD RIJCOSX def2/J DEFGRID3
* xyz 5 1
H -1.97136 3.56972 0.97766
C -0.45178 -4.71227 -1.92057
H -0.86859 2.41128 1.48961
H 0.18602 3.33445 -1.03883
H -2.02260 -2.56741 -1.58254
H -0.26466 -5.49387 -2.65552
C 1.53889 3.11017 1.77821
C -1.17905 2.93263 0.57131
C -1.00610 -2.21470 -1.77359
C -0.38591 -3.33293 -2.64107
Pb 2.67424 -0.31570 1.28693
N 0.46636 -1.68925 0.30070
Pb 1.36134 0.89176 5.03913
H 1.18480 4.96750 1.29696
N 1.73443 2.35045 2.64117
H -1.75998 2.27658 -0.07535
Pb 0.01487 -2.66343 3.22077
H 0.29645 -4.72836 -1.12753
C -0.18730 -1.91656 -0.63827
H -1.48224 -4.90740 -1.62041
C -0.09547 3.77198 -0.07574
H 2.10365 4.09219 0.08186
H -0.89358 -3.47696 -3.59623
H -0.99684 -1.25895 -2.31719
O 0.66697 -0.27063 2.89040
C 1.20417 4.03760 0.70427
H 0.60634 -3.04543 -2.99690
H 0.05305 0.15471 2.25410
H -0.52612 4.69285 -0.47332
*
```

The LUMO energy comes out at -20.215 eV. The calculation puts the HOMO energy at -24.40 eV. The value obtained for the max |F| is 1.91 eV Å⁻¹. As for the energy above the lowest of the compared OMol25 structures with the same formula, charge and spin: 0.000 eV. The total energy comes out at -1074.6540 Eh. The orbital gap comes out at 4.18 eV.

---

Molecular formula: C8H15N2S
Method: DFT, ωB97M-V with the def2-TZVPD basis set

Geometry as ORCA input:
```
! wB97M-V def2-TZVPD RIJCOSX def2/J DEFGRID3
* xyz 1 1
C 0.50542 0.20664 0.87713
H 1.21644 0.90201 -3.46961
H -2.39317 1.09806 0.32772
C 0.62262 -0.84293 -2.93349
H 0.46298 -0.01857 -4.79026
H -0.89441 0.28181 3.39026
N -0.68950 0.47745 1.32404
H 2.05675 -0.53707 2.35455
C 1.13878 -0.74804 1.79768
H 1.56771 -1.45643 1.05980
H 0.28848 -1.81040 3.57119
C 0.05921 -1.46417 2.55014
H -2.12659 -0.63867 2.48107
H -0.09346 2.83083 -0.67974
H 0.80681 0.15568 -1.31052
H -0.22525 -2.37195 2.03606
H -0.21393 -2.96481 -2.44992
C -1.33326 1.47655 0.56464
C -1.03002 -0.30079 2.49521
N 0.71822 0.09835 -3.84150
H 1.73165 1.32360 -0.46095
H -1.30547 2.26538 1.24393
S -0.41427 -2.18004 -3.49283
H -0.89557 1.64773 -1.55985
C 0.83512 0.82478 -0.45118
C -0.39531 1.74501 -0.63357
*
```

The LUMO energy comes out at -3.354 eV. The calculation puts the HOMO energy at -11.73 eV. The value obtained for the max |F| is 4.13 eV Å⁻¹. As for the energy above the lowest of the compared OMol25 structures with the same formula, charge and spin: 2.331 eV. The total energy comes out at -821.1970 Eh. The orbital gap comes out at 8.37 eV.

---

Molecular formula: C8H15N3
Method: DFT, ωB97M-V with the def2-TZVPD basis set

Geometry as ORCA input:
```
! wB97M-V def2-TZVPD RIJCOSX def2/J DEFGRID3
* xyz 0 1
H 1.39724 3.21623 -0.09932
H -2.83625 1.78419 0.44247
H -0.33687 2.40001 -1.70442
C 1.22040 -0.18026 -0.74360
H -0.57101 -0.18545 -1.98630
H -2.85638 -0.16749 0.41303
H 1.65061 -0.47101 0.22157
H -0.94143 3.00308 -0.15544
C 1.06317 2.20164 -0.09124
N -0.72030 -2.77798 1.46819
C -2.34082 0.79939 0.21710
C -0.29086 -0.28845 -0.89762
N -1.83756 -2.33427 1.40781
C -1.08836 0.94166 -0.25451
H 1.59330 1.47111 -2.04524
H -0.61113 -1.27488 -0.54654
H 2.93155 1.32109 -0.95345
H 1.66017 -0.79064 -1.47280
C -0.44339 2.25452 -0.57304
H 0.26891 -3.81398 0.00450
C 0.32218 -3.29670 0.96057
H 1.29964 -3.67304 1.38367
H -0.48373 -1.10956 2.48034
C 1.74411 1.22505 -1.02457
H 1.11220 1.77187 0.91565
N -0.90539 -2.02612 2.63318
*
```

The LUMO energy comes out at 0.929 eV. The calculation puts the HOMO energy at -8.80 eV. The value obtained for the max |F| is 5.14 eV Å⁻¹. As for the energy above the lowest of the compared OMol25 structures with the same formula, charge and spin: 7.231 eV. The total energy comes out at -477.8397 Eh. The orbital gap comes out at 9.73 eV.

---

Molecular formula: C8H15N3O
Method: DFT, ωB97M-V with the def2-TZVPD basis set

Geometry as ORCA input:
```
! wB97M-V def2-TZVPD RIJCOSX def2/J DEFGRID3
* xyz 0 1
N 0.39346 -2.04227 0.20678
H 0.85491 -1.15437 -1.64636
H -1.49543 -2.37193 2.04962
H 3.07387 -0.29475 -0.61012
H -2.25550 -0.59382 -1.54825
C 1.44806 0.79449 0.14749
H 2.41081 1.19133 1.91678
H 1.47770 3.75970 0.73103
N -3.11069 0.79109 1.35545
C -0.93368 -1.77857 -0.03048
C -3.28451 1.20084 -1.19939
C -2.72112 0.32566 -2.03090
N -1.71040 -2.22743 0.96886
H 0.56427 0.53759 0.64722
H 3.19850 2.04058 0.88300
C 1.44523 -1.57170 -0.70343
H -2.64832 0.39697 -3.13541
H 1.45395 1.27012 -0.86333
C -3.12318 0.93135 0.19734
O 1.42655 2.99323 1.35838
H -3.82893 2.12630 -1.58625
H 2.74326 -0.83719 0.93826
H 0.74788 -2.30652 1.04698
H -2.77167 -2.14751 0.81036
H 2.17822 -2.38393 -0.99903
C 2.19109 1.82366 1.07193
C 2.27568 -0.47293 0.02348
*
```

The LUMO energy comes out at 0.860 eV. The calculation puts the HOMO energy at -8.56 eV. The value obtained for the max |F| is 4.64 eV Å⁻¹. As for the energy above the lowest of the compared OMol25 structures with the same formula, charge and spin: 3.443 eV. The total energy comes out at -553.1861 Eh. The orbital gap comes out at 9.42 eV.

---

Molecular formula: C8H15N3O
Method: DFT, ωB97M-V with the def2-TZVPD basis set

Geometry as ORCA input:
```
! wB97M-V def2-TZVPD RIJCOSX def2/J DEFGRID3
* xyz 2 1
H -0.91865 -0.88637 1.98090
C -0.87768 -1.24439 1.01822
H 2.56442 2.63962 0.68890
C -0.07400 -0.73812 -1.73506
H 1.94288 -0.45926 -2.49100
C 3.19880 1.83264 0.46021
H 1.64620 -0.76962 1.64926
C -1.37985 -0.12343 0.17041
H 1.23432 0.96536 -2.00174
H -3.69005 2.02461 1.14937
N -3.11024 1.77180 0.26873
C 1.28066 -0.03355 -1.70694
C 1.52589 -1.18278 0.67768
H -0.17029 -1.62474 -1.24268
H -3.84474 1.31953 -0.32430
N 0.36130 -1.90590 0.56469
H -1.59479 -1.99269 0.78214
C -2.20815 0.74444 0.86589
H 4.26152 1.99770 0.38022
H 2.40821 -1.82870 0.51253
H -2.46649 0.48154 1.87428
C 1.80908 -0.09019 -0.29763
N 2.65175 0.80233 0.00318
O -1.07192 0.08521 -1.15316
H -0.46281 -0.70704 -2.76752
H 0.43280 -2.85050 0.90554
H -2.57579 2.56970 -0.15525
*
```

Its structure (SMILES) is C=[N+]=C1CCO/C(=C\[NH3+])CNC1. The LUMO energy comes out at -7.210 eV. The calculation puts the HOMO energy at -16.37 eV. The value obtained for the max |F| is 4.62 eV Å⁻¹. As for the energy above the lowest of the compared OMol25 structures with the same formula, charge and spin: 0.293 eV. The total energy comes out at -552.6087 Eh. The orbital gap comes out at 9.16 eV.